This record from the Open Molecules 2025 dataset describes H18O11V as an isolated structure at a distorted geometry. The level of theory is the ωB97M-V functional and the def2-TZVPD basis.

Each line ends with the Löwdin charge.
Cartesian coordinates (Å):
O: -0.050633 -0.376800 -0.964067  -0.29
V: -0.433633 0.251200 0.492933  1.01
O: 0.673367 -0.561800 1.407933  -0.30
O: 0.012367 -1.920800 -2.705067  -0.04
H: -0.599633 -2.600800 -2.436067  0.03
H: -0.030633 -1.249800 -2.042067  -0.14
O: 0.934367 1.849200 0.195933  -0.03
H: 1.668367 1.739200 0.799933  0.09
H: 1.297367 2.150200 -0.650067  0.06
O: -2.006633 -1.256800 0.693933  0.02
H: -2.754633 -1.208800 0.111933  0.10
H: -1.750633 -2.146800 0.818933  0.10
O: 3.526367 -1.060800 1.781933  -0.04
H: 2.912367 -1.329800 1.107933  0.01
H: 3.106367 -0.213800 2.031933  0.03
O: -1.900633 1.514200 -0.477067  -0.07
H: -1.927633 1.544200 -1.445067  0.04
H: -2.840633 1.298200 -0.293067  0.11
O: 1.250367 -1.997800 3.559933  -0.08
H: 1.926367 -1.488800 3.990933  0.02
H: 1.170367 -1.546800 2.667933  -0.03
O: 1.717367 1.553200 -2.305067  -0.01
H: 2.285367 0.815200 -1.993067  0.10
H: 1.335367 1.271200 -3.095067  0.03
O: -1.377633 0.991200 2.310933  -0.06
H: -0.995633 1.332200 3.150933  0.13
H: -2.309633 0.730200 2.500933  0.12
O: -1.882633 0.896200 -3.085067  0.00
H: -0.990633 1.034200 -3.357067  0.04
H: -1.964633 -0.009800 -2.777067  0.05

Atoms 1-2, force components in eV/Å:
-1.1771 2.8403 3.7580
4.6748 -3.5430 -1.6012

Values from the calculation:
HOMO energy   -13.22 eV
E   -1782.20718 Eh
LUMO   -5.500 eV
Kohn-Sham gap   7.71 eV
Energy above the lowest of the compared OMol25 structures with the same formula, charge and spin   1.3760 eV
Charge   +1
Max |F|   6.1 eV/Å



This record from the Open Molecules 2025 dataset describes C9H16N2O5 in the gas phase at a distorted geometry. The level of theory is the ωB97M-V functional and the def2-TZVPD basis.

Each line ends with the Löwdin charge.
Cartesian coordinates (Å):
C: 3.449069 0.117456 1.125622  -0.09
C: 2.098444 0.994766 0.876035  -0.30
C: 2.644325 2.414357 0.191847  -0.08
C: 1.250458 0.557499 -0.297947  -0.29
N: 0.729996 -0.819540 -0.173046  0.08
C: -0.423876 -1.426213 0.278825  -0.40
O: -0.321837 -2.631083 0.689457  0.03
C: -1.610552 -0.606858 0.185738  -0.33
N: -1.799060 -0.071339 -1.115373  0.08
C: -2.846054 -1.548947 0.597304  0.00
C: -4.199735 -0.780747 0.407936  -0.50
O: -4.363538 0.136772 -0.346744  0.07
O: -5.346206 -1.291270 0.963698  0.05
C: 1.780183 0.417210 -1.717548  -0.52
O: 2.863943 0.677115 -2.015726  0.14
O: 0.795405 0.040955 -2.676380  0.03
H: 3.094222 -1.048647 1.016067  0.10
H: 4.255188 0.496548 0.290645  0.12
H: 3.836955 0.227041 2.188085  0.07
H: 1.741364 0.977709 1.990645  0.16
H: 2.634310 2.208150 -1.028884  0.12
H: 1.879619 3.266131 0.367985  0.07
H: 3.623522 2.819309 0.695229  0.10
H: 0.448254 1.331278 -0.533317  0.17
H: 1.678781 -1.325952 -0.063970  0.16
H: -1.652636 0.188071 0.834447  0.14
H: -2.578116 0.562607 -0.944728  0.09
H: -1.998506 -0.913550 -1.633344  0.11
H: -2.784909 -1.870271 1.695565  0.16
H: -2.914312 -2.386258 -0.093665  0.13
H: -5.931352 -0.715886 0.240362  0.21
H: -0.033351 0.003589 -1.994818  0.11

Atoms 1-2, force components in eV/Å:
-0.5145 -0.9087 -1.9746
3.9526 1.4546 0.1857

Values from the calculation:
HOMO energy   -9.71 eV
E   -838.13228 Eh
LUMO   0.253 eV
Kohn-Sham gap   9.96 eV
Energy above the lowest of the compared OMol25 structures with the same formula, charge and spin   5.0658 eV
Charge   0
SMILES string   CC(C)[C@H](NC(=O)[C@@H](N)CC(=O)O)C(=O)O
Max |F|   6.0 eV/Å



This record from the Open Molecules 2025 dataset describes C7H14NO3PS in the gas phase at a distorted geometry. The level of theory is the ωB97M-V functional and the def2-TZVPD basis.

Each line ends with the Löwdin charge.
Cartesian coordinates (Å):
C: 3.617511 1.327103 -3.322062  0.02
C: 2.683690 1.742493 -2.414755  -0.26
C: 1.980362 0.792067 -1.469800  -0.51
S: 0.163317 1.107708 -1.655589  0.72
P: -0.557937 -0.230867 -0.219947  0.33
O: 0.551223 -0.878701 0.470108  -0.31
N: -1.307566 0.675917 0.963059  -0.02
C: -2.397429 0.113333 1.583208  -0.52
O: -3.213459 -0.517591 0.927786  0.07
C: -2.406329 0.280333 3.111886  -0.16
C: -1.227134 -0.480359 3.728088  -0.10
O: -1.448926 -1.361177 -1.034394  -0.29
C: -0.700587 -2.063000 -2.044207  -0.14
H: 3.880318 0.292937 -3.366136  0.05
H: 4.061687 2.079796 -3.924706  0.04
H: 2.428785 2.810191 -2.330578  0.09
H: 2.205615 -0.251157 -1.730178  0.07
H: 2.306011 0.973376 -0.436110  0.08
H: -0.647694 1.101618 1.567276  0.10
H: -3.357706 -0.053567 3.567190  0.12
H: -2.283880 1.375292 3.348876  0.12
H: -1.447003 -1.543994 3.594874  0.09
H: -0.289743 -0.268582 3.278168  0.04
H: -1.143799 -0.247079 4.844649  0.10
H: -0.725534 -1.519340 -3.014130  0.08
H: 0.367330 -2.183062 -1.816367  0.07
H: -1.091123 -3.073688 -2.206211  0.09

Atoms 1-2, force components in eV/Å:
-2.3303 1.1001 2.2974
1.1486 -0.6994 -1.0768

Values from the calculation:
HOMO energy   -9.61 eV
E   -1295.17896 Eh
LUMO   0.661 eV
Kohn-Sham gap   10.27 eV
Energy above the lowest of the compared OMol25 structures with the same formula, charge and spin   0.0000 eV
Charge   0
SMILES string   C=CCS[P@@](=O)(NC(=O)CC)OC
Max |F|   3.5 eV/Å